(1)
Entry from the OMol25 dataset: a 4-piece molecular cluster, C16H21F4O9S overall at a distorted geometry (ωB97M-V with the def2-TZVPD basis set).

XYZ file:
```
51
Properties=species:S:1:pos:R:3:nbo_charge:R:1
C -0.00682 0.90282 0.29679 -0.339
H 1.84664 0.71079 -6.34329 0.235
F -2.19717 -1.40193 -0.07931 -0.303
C -1.59965 -4.26740 -0.25308 -0.623
H 4.36419 0.26243 -4.81532 0.196
C 0.36953 3.51372 4.48005 -0.627
C -0.00501 4.99342 1.29779 0.972
C 1.11286 0.39200 0.31728 0.034
H -0.69561 3.26815 4.48369 0.213
O 3.48948 0.31306 -1.12319 -0.611
H -2.09175 -6.32861 0.11848 0.189
H 0.63729 3.93390 5.45089 0.236
H -2.57532 -3.86604 0.02655 0.210
C -4.25168 -0.05058 0.12899 0.509
C -0.09317 5.74702 3.39949 -0.097
C 2.37016 0.95068 -4.26164 0.060
H 1.77836 4.67141 3.33981 0.194
H 4.12227 2.01849 -4.96023 0.218
C 0.38580 -6.82192 1.15100 0.961
S -1.75853 1.24395 -0.01380 0.654
O -0.05614 -6.10350 0.07671 -0.492
H 2.21901 -0.80977 -5.50444 0.226
H 1.85684 1.91049 -4.13788 0.186
C 3.35047 0.57993 -2.28352 0.987
O 2.26468 0.23303 -3.02794 -0.501
H 0.90688 2.57225 4.34469 0.228
C -1.24223 -5.49912 1.92347 -0.094
H -1.95314 1.27443 -1.38648 0.237
C -2.70766 -0.25503 0.56333 0.533
O 0.32872 3.93215 2.09005 -0.510
H -1.56588 -4.38486 -1.33885 0.231
H -4.41084 -0.59347 -0.85835 0.198
H 1.97272 -0.32979 0.15226 0.333
F -4.41346 1.35412 -0.04992 -0.335
H -1.12659 5.60621 3.73045 0.187
H 0.69035 -0.00812 -5.20450 0.221
O -0.10933 6.13475 2.02676 -0.474
C -1.34081 -5.59312 0.42703 0.057
H -2.21191 -5.59209 2.41464 0.207
C 1.75013 0.17150 -5.39950 -0.627
F -2.62495 -0.38237 1.94295 -0.269
F -5.12969 -0.45085 1.12084 -0.279
C 3.85423 1.13036 -4.38741 -0.099
H 0.37577 6.51550 4.01466 0.218
H -0.82969 -3.53646 0.00606 0.208
H -0.75180 -4.58400 2.27120 0.176
O 4.25732 1.26258 -3.02460 -0.468
O -0.18662 4.92830 0.11655 -0.593
O -0.40537 -6.60567 2.24160 -0.483
C 0.70134 4.47445 3.36068 0.058
O 1.33574 -7.53717 1.13855 -0.547
```

Values from the calculation:
LUMO level: -4.549 eV
Spin multiplicity: 1
Frontier orbital gap: 8.169 eV
Charge: +1
E_HOMO: -12.7 eV



(2)
Entry from the OMol25 dataset: C16H21F6N5O5S4Y as an isolated structure (ωB97M-V with the def2-TZVPD basis set).

XYZ file:
```
58
Properties=species:S:1:pos:R:3:nbo_charge:R:1
N 4.20498 0.17408 -1.07448 -0.565
N 1.61874 0.93384 1.12628 -0.363
H -4.53163 0.89937 -3.10496 0.255
F -0.39901 -5.02384 -1.47676 -0.285
C 5.39918 0.04266 -0.24709 -0.220
C 2.98554 0.44092 -0.59268 0.351
H -3.34516 0.31985 -5.05229 0.223
H 5.38277 0.84027 0.49440 0.214
C -2.65355 -2.63489 2.51640 0.779
C -0.08894 -3.74946 -1.62658 0.749
F 0.45691 -3.54733 -2.81556 -0.290
H -3.43484 2.71945 3.71816 0.242
H 4.63707 -1.48302 1.07714 0.217
H 6.40148 -1.36836 1.03620 0.221
S 1.70857 0.50987 -1.79909 -0.412
H -0.70859 2.76427 -3.61266 0.268
H -2.69449 -1.00278 -4.09107 0.257
H 6.25552 0.21318 -0.89851 0.209
H 4.26986 0.00070 -2.06251 0.414
H 3.53243 1.02445 2.86370 0.271
H -0.96070 0.66234 -5.24248 0.248
C -1.38931 0.73946 -4.24410 -0.412
C -0.12013 2.14464 4.07729 -0.225
O -2.76649 -0.66277 0.68862 -0.929
H -1.61142 2.89356 5.42328 0.238
C -1.60420 2.19736 -3.86403 -0.586
O -1.69734 1.72052 -1.27608 -1.076
O -0.59374 -1.50100 1.25547 -0.973
H 2.40785 0.79500 4.21662 0.237
C -2.10366 1.94235 2.23507 0.095
F -1.92473 -3.68636 2.82954 -0.279
N 2.87749 0.63167 0.70182 -0.454
C -2.76612 0.08122 -4.15961 -0.421
O -1.11702 -1.34246 -1.60723 -1.027
H -3.44346 -0.00685 -2.05028 0.262
N -2.16145 -3.01273 -0.05452 -1.171
O -2.49612 -3.15870 -2.53823 -0.865
C 2.62218 1.38776 3.32556 -0.694
H 0.68654 2.21646 4.79054 0.240
C 0.12462 1.67430 2.79489 0.183
C -3.48842 0.64376 -2.92406 -0.590
H -2.17507 2.74271 -4.62030 0.246
C 5.49713 -1.31643 0.42945 -0.618
H 2.77324 2.42205 3.64251 0.240
H -2.86476 1.83181 1.47344 0.220
H 5.53711 -2.11779 -0.30879 0.210
C -1.40634 2.52466 4.42727 -0.118
S -2.64839 2.16526 -2.39848 1.268
C -2.41965 2.43008 3.48975 -0.248
F 0.75981 -3.37559 -0.67627 -0.292
Y -0.36301 0.40319 -0.17749 1.945
F -2.56826 -1.71806 3.47207 -0.294
N -0.86971 1.56998 1.89215 -0.567
S -1.99363 -1.85843 0.97879 2.203
F -3.91163 -2.97808 2.32866 -0.280
C 1.48932 1.29650 2.35732 0.263
S -1.61947 -2.72327 -1.51208 2.255
H -0.68791 0.26866 -3.55417 0.230
```

Values from the calculation:
LUMO level: -3.318 eV
ΔE to the lowest compared entry with this formula, charge and spin: 0.00 kcal per mole
Spin multiplicity: 1
Frontier orbital gap: 7.545 eV
Charge: +1
E_HOMO: -10.9 eV



(3)
Entry from the OMol25 dataset: C16H21MoN3O2S2 as an isolated structure at a distorted geometry (ωB97M-V with the def2-TZVPD basis set).

XYZ file:
```
45
Properties=species:S:1:pos:R:3:nbo_charge:R:1
C -0.79135 2.95222 -3.41570 -0.733
S 3.26615 1.95740 -0.24367 0.158
N 0.63013 -3.17902 -1.57571 -0.546
H 2.52102 -5.60815 -0.91420 0.247
C 1.83722 -2.66133 -1.38937 0.368
C 1.40780 -0.82995 1.73567 -0.643
C 1.95797 -4.78764 -0.47740 -0.235
C 0.57426 -4.59147 -1.13575 -0.232
C -4.38698 1.89927 0.82897 -0.080
S 2.42714 -1.14104 -1.98349 0.005
H -1.14126 2.00371 -3.81578 0.253
N 4.64990 -0.08978 1.19668 -0.243
C -2.19417 2.64097 1.44472 -0.101
H 1.62089 -1.80746 1.31308 0.226
H 1.88952 -4.94221 0.59811 0.234
H -2.23116 -0.67261 0.63113 0.211
H 0.32059 2.99489 2.18781 0.269
H -1.54872 3.44994 1.74926 0.231
N 2.62632 -3.50516 -0.76345 -0.523
C -0.47284 2.87693 -1.96404 0.813
Mo 1.45613 0.69776 -0.87005 1.083
C 4.12216 0.77385 0.64559 0.011
H -0.33470 -0.77878 0.41987 0.230
H 2.35782 -0.30516 1.83781 0.248
H 0.13101 1.72760 3.37810 0.291
H 0.43274 -5.24002 -1.99782 0.238
H -3.91686 3.90108 1.44857 0.251
C -3.90227 0.61539 0.58297 -0.221
H -4.58145 -0.17115 0.28291 0.245
C 0.36845 -0.09834 0.88366 -0.495
C -0.28542 1.06046 1.44463 0.373
C -1.66885 1.35436 1.19236 -0.129
H 0.11587 3.23116 -3.95654 0.272
O 0.06893 1.60488 -1.57813 -0.681
H -1.53425 3.73284 -3.55344 0.277
H 1.01278 -0.97830 2.74264 0.253
C -3.53394 2.90833 1.25950 -0.215
O -0.61184 3.69379 -1.12464 -0.476
H -5.44106 2.10762 0.69495 0.247
H 3.60556 -3.32281 -0.60132 0.455
H -0.24551 -4.74584 -0.43910 0.235
H -0.06497 -2.74602 -2.16039 0.441
H 1.55909 1.73697 2.33952 0.241
C 0.49349 1.93524 2.36383 -0.721
C -2.56535 0.34557 0.75766 -0.132
```

Values from the calculation:
LUMO level (alpha / beta): -8.183 / -8.184 eV
ΔE to the lowest compared entry with this formula, charge and spin: 19.27 kcal per mole
Spin multiplicity: 1
Frontier orbital gap (alpha / beta): 7.172 / 7.172 eV
Charge: +2
E_HOMO (alpha / beta): -15.4 / -15.4 eV



(4)
Entry from the OMol25 dataset: one molecule with the formula C16H21N3O2 (ωB97M-V with the def2-TZVPD basis set).

XYZ file:
```
42
Properties=species:S:1:pos:R:3:nbo_charge:R:1
N -7.18659 0.95485 0.52655 -0.484
H 0.62831 2.47882 0.38812 0.220
H 7.76627 0.19847 -1.46119 0.215
O -0.51159 0.00324 0.51445 -0.497
C 1.29084 1.63416 0.28420 -0.292
C 5.95318 0.22793 -0.34392 -0.161
C 7.38008 0.61612 -0.53096 -0.634
O 1.11446 -1.97858 0.24526 -0.499
C 2.64561 1.86013 0.10179 -0.191
H -1.45653 1.65187 -0.30091 0.174
H -3.59408 1.12981 0.90822 0.214
H -1.27871 1.66589 1.47611 0.178
C -1.47660 1.02731 0.60345 -0.056
H -6.04277 -0.24176 1.85646 0.204
N -5.60694 -0.34144 -0.23190 -0.181
H -3.24793 0.17945 -1.36331 0.215
H 2.68868 -3.15150 0.91982 0.175
H 2.45552 -3.12171 -0.85193 0.175
C 1.68973 -0.74049 0.19303 0.337
C 3.03593 -0.49829 0.01455 -0.292
H -7.68413 1.65725 -1.42253 0.198
H 7.98894 0.21961 0.28208 0.215
C 1.94490 -3.10405 0.11708 -0.251
H -2.36819 -1.18686 -0.65915 0.228
C 0.79404 0.34367 0.33477 0.252
C -2.83985 0.35724 0.74689 -0.418
C -3.17421 -0.47259 -0.49078 -0.411
H 3.71775 -1.32477 -0.09368 0.213
C -4.48997 -1.23874 -0.33997 -0.206
H 7.49279 1.69713 -0.55833 0.210
C 3.54136 0.80682 -0.03378 -0.084
H -2.81104 -0.29196 1.62400 0.205
H 5.77259 -0.83768 -0.31204 0.184
H 1.28401 -3.96666 0.18960 0.199
H -4.46819 -1.86573 0.55463 0.207
C -7.06592 1.03145 -0.81303 0.128
N -6.12257 0.26519 -1.30636 -0.291
C 4.95415 1.09894 -0.22012 -0.196
C -6.25795 0.09016 0.86162 0.168
H -4.65194 -1.86630 -1.21990 0.226
H 5.18964 2.15629 -0.25545 0.195
H 3.00692 2.87730 0.06659 0.208
```

Values from the calculation:
LUMO level: 0.763 eV
ΔE to the lowest compared entry with this formula, charge and spin: 80.72 kcal per mole
Spin multiplicity: 1
Structure (SMILES): C/C=C/c1ccc(OCCCCn2cncn2)c(OC)c1
Frontier orbital gap: 8.480 eV
Charge: 0
E_HOMO: -7.7 eV



(5)
Entry from the OMol25 dataset: C16H21N3O3Sn as an isolated structure at a distorted geometry (ωB97M-V with the def2-TZVPD basis set).

XYZ file:
```
44
Properties=species:S:1:pos:R:3:nbo_charge:R:1
H -2.76253 0.31189 -3.09850 0.300
H 0.01028 -0.10072 3.47765 0.233
C 1.11202 0.11384 -3.40965 -0.124
C -1.04254 -0.99384 -3.28765 0.045
C 0.21786 3.58947 -0.32023 0.578
H -2.12453 -0.72703 2.26866 0.224
C 0.19156 -2.06967 1.37524 0.509
H -5.24922 -1.50938 0.05624 0.319
H -1.35374 -0.14290 4.61071 0.304
C -4.50363 -2.26104 -0.23757 -0.778
C -3.19376 -1.66735 -0.31972 0.578
N 0.21792 2.43103 -0.37976 -0.622
C 2.93813 -1.89942 -0.88012 0.615
H 3.87078 -3.70728 -1.28335 0.326
C -0.92786 0.37367 3.74878 -0.646
H 4.63537 -2.71366 -0.00774 0.331
H -1.62864 -1.91216 -3.33072 0.290
C 1.82550 0.69473 1.45969 0.502
H -4.51442 -3.07255 0.50313 0.327
H 0.71378 5.34332 0.70811 0.327
C 0.25006 5.02552 -0.23565 -0.779
H -1.24993 1.91240 1.71910 0.524
Sn -0.00280 0.00801 -0.75612 1.459
H -1.41354 2.39395 -3.10423 0.300
H 0.83082 5.44101 -1.07052 0.324
H -0.76883 5.43265 -0.28328 0.319
C 0.48080 1.35695 -3.28889 0.024
H 2.19386 0.06935 -3.53654 0.289
N -2.12431 -1.22107 -0.39751 -0.608
H 0.83313 -2.03181 -3.53605 0.300
H -4.79358 -2.67644 -1.21341 0.321
O -1.50024 1.01981 1.39319 -0.448
O 2.60074 1.09127 2.18978 -0.358
H 4.79837 -2.24372 -1.72856 0.323
O 0.08249 -2.83547 2.22160 -0.371
H -2.87862 0.73173 2.93896 0.320
C -1.92389 0.29981 2.60963 -0.098
N 1.97832 -1.25143 -0.77366 -0.651
H 1.07969 2.26690 -3.33285 0.289
C 0.34996 -1.06269 -3.40917 -0.209
C -0.91356 1.42552 -3.15817 -0.202
C 4.12399 -2.68254 -0.98038 -0.782
C -1.67448 0.25088 -3.15694 -0.180
H -0.74101 1.40165 4.05954 0.256
```

Values from the calculation:
LUMO level (alpha / beta): -18.191 / -18.196 eV
ΔE to the lowest compared entry with this formula, charge and spin: 0.00 kcal per mole
Spin multiplicity: 1
Frontier orbital gap (alpha / beta): 4.467 / 5.059 eV
Charge: +4
E_HOMO (alpha / beta): -22.7 / -23.3 eV